No. 1
96
Properties=species:S:1:pos:R:3:forces:R:3 method="wB97M-V/def2-TZVPD" spin_multiplicity=1 homo_ev=-3.00 homo_lumo_gap_ev=6.40 total_energy_ha=-6514.30756 total_charge=-2
Cs 0.604 0.325 0.376 0.55 -0.26 -0.03
S 3.887 -0.425 1.732 -0.02 -0.02 0.00
C 4.718 -1.729 1.011 -0.04 -0.02 -0.05
C 5.913 -2.220 1.611 0.00 0.01 0.01
C 6.631 -3.272 1.094 0.00 -0.01 0.05
C 7.814 -3.718 1.784 0.02 0.05 -0.06
N 8.758 -4.072 2.336 -0.02 -0.02 0.03
C 6.209 -3.927 -0.084 0.01 -0.03 -0.04
C 5.051 -3.469 -0.696 0.00 -0.01 0.00
C 4.329 -2.404 -0.182 -0.02 0.04 0.01
S 2.892 -1.877 -1.077 0.06 -0.04 -0.05
C 6.931 -5.032 -0.635 0.02 0.02 0.07
N 7.507 -5.926 -1.076 -0.02 0.00 -0.04
H 6.257 -1.729 2.511 0.01 0.00 0.00
H 4.708 -3.946 -1.605 0.00 0.00 0.00
C -6.153 -0.536 -0.160 -0.01 0.02 -0.02
C -5.183 -1.020 0.848 0.02 -0.05 0.01
N -5.388 -1.115 2.124 0.00 0.00 0.03
N -4.204 -1.585 2.623 0.00 -0.02 -0.08
C -3.261 -1.777 1.679 -0.12 0.08 0.00
S -1.675 -2.282 1.825 0.10 -0.10 0.10
N -3.914 -1.436 0.536 -0.02 0.03 -0.06
N -3.306 -1.501 -0.719 -0.03 0.07 0.08
H -7.077 -0.274 0.350 0.00 0.00 0.00
H -6.357 -1.289 -0.923 0.00 -0.03 0.02
H -5.754 0.341 -0.669 0.01 0.01 0.01
H -4.017 -1.514 3.610 0.02 -0.02 0.02
H -3.978 -1.235 -1.439 -0.01 0.00 0.06
H -2.577 -0.790 -0.710 0.08 -0.02 -0.13
S 3.733 -0.876 -2.687 -0.02 -0.03 -0.01
C 4.569 0.445 -1.854 0.04 -0.02 0.00
C 5.878 0.181 -1.466 0.02 0.00 0.01
C 6.627 1.110 -0.759 0.02 -0.03 -0.02
C 7.976 0.817 -0.379 -0.03 0.04 0.02
N 9.066 0.591 -0.087 0.00 -0.02 -0.01
C 6.024 2.340 -0.445 -0.03 0.06 0.02
C 4.734 2.611 -0.845 0.00 0.00 0.00
C 3.950 1.683 -1.565 0.00 0.07 0.01
S 2.354 2.133 -2.029 0.08 -0.02 -0.04
C 6.751 3.349 0.282 0.03 -0.05 -0.03
N 7.331 4.166 0.845 -0.02 0.02 0.00
H 6.319 -0.776 -1.712 -0.01 -0.01 0.00
H 4.290 3.566 -0.601 0.00 0.00 0.01
Ge -2.992 2.078 1.178 0.06 0.17 0.07
C -1.819 3.729 1.522 0.31 -0.19 0.02
C -2.367 4.999 1.319 -0.01 -0.18 0.01
C -1.624 6.158 1.498 -0.01 0.16 -0.01
C -0.288 6.092 1.867 0.03 0.04 -0.01
C 0.300 4.851 2.069 -0.27 -0.02 -0.07
C -0.466 3.701 1.907 -0.07 -0.16 -0.03
C -3.237 1.461 3.091 0.03 -0.05 0.01
C -4.490 1.568 3.698 0.04 0.02 -0.03
C -4.746 1.037 4.956 -0.01 -0.01 0.04
C -3.742 0.369 5.647 0.01 0.01 -0.01
C -2.480 0.255 5.072 -0.01 0.00 -0.01
C -2.241 0.798 3.816 -0.01 0.04 -0.03
H -1.765 1.072 0.912 -0.51 0.23 0.11
H -3.406 5.077 1.011 0.00 0.02 0.00
H -2.089 7.126 1.339 0.01 -0.01 0.00
H 0.288 7.002 1.986 0.02 -0.02 0.01
H 1.344 4.770 2.344 0.01 0.02 0.02
H 0.037 2.754 2.104 -0.20 0.04 -0.03
H -5.298 2.047 3.154 -0.01 0.00 0.01
H -5.735 1.124 5.393 0.00 0.00 0.00
H -3.937 -0.056 6.625 -0.01 0.00 0.00
H -1.689 -0.268 5.596 0.00 0.00 -0.01
H -1.260 0.674 3.373 0.02 -0.01 0.03
C -2.286 -4.050 -2.639 -0.01 -0.01 0.03
Sb -0.460 -3.166 -1.931 -0.03 0.07 0.03
C 0.222 -4.907 -0.873 0.00 0.00 0.01
C 0.613 -3.630 -3.755 -0.02 0.05 0.03
H -2.077 -4.952 -3.216 0.01 0.00 0.01
H -2.810 -3.323 -3.260 0.01 0.00 0.00
H -2.918 -4.291 -1.785 0.01 0.01 0.01
H 0.077 -5.802 -1.480 0.00 0.00 0.00
H -0.337 -4.996 0.058 -0.01 0.00 -0.01
H 1.280 -4.799 -0.634 0.00 0.01 -0.02
H 0.565 -4.702 -3.955 0.00 -0.01 0.00
H 1.655 -3.324 -3.666 0.01 -0.01 0.00
H 0.158 -3.099 -4.593 0.00 -0.01 -0.01
C -4.695 2.564 -2.205 0.03 0.04 0.00
N -3.421 1.941 -2.539 -0.06 -0.04 0.04
C -2.269 2.572 -2.208 0.07 0.01 0.01
C -1.061 2.020 -2.443 -0.04 0.10 -0.05
C -1.066 0.733 -3.072 -0.12 0.03 0.12
N -2.193 0.071 -3.308 0.12 -0.13 0.01
C -3.394 0.612 -2.994 -0.06 0.10 -0.11
O -4.458 -0.007 -3.086 0.05 0.02 0.04
N 0.092 0.159 -3.417 0.04 0.06 -0.02
H -4.685 3.600 -2.546 0.00 0.00 -0.04
H -4.831 2.551 -1.120 -0.04 -0.04 -0.01
H -5.485 2.013 -2.705 0.00 0.01 0.00
H -2.378 3.545 -1.746 -0.01 0.01 0.01
H -0.149 2.543 -2.196 -0.02 -0.02 -0.02
H 0.986 0.577 -3.148 -0.02 0.01 -0.03
H 0.061 -0.775 -3.787 0.02 -0.01 0.00

No. 2
130
Properties=species:S:1:pos:R:3:forces:R:3 method="wB97M-V/def2-TZVPD" spin_multiplicity=1 homo_ev=-10.62 homo_lumo_gap_ev=6.10 total_energy_ha=-2166.97087 total_charge=+2
C -0.447 -1.102 -3.581 0.28 1.05 0.56
C -1.293 0.004 -4.257 -0.51 -1.85 -0.76
C -1.235 1.399 -3.688 -0.42 0.88 0.36
C 0.090 2.058 -3.976 -0.06 -1.97 -0.75
N 0.285 3.375 -3.432 0.31 1.65 -0.44
C -0.498 4.396 -4.242 -1.52 0.04 0.11
C 0.461 5.550 -4.612 -0.79 -0.23 -0.75
C 1.641 4.710 -4.958 1.16 -1.02 -1.31
C 1.743 3.762 -3.788 -0.75 -0.86 -0.50
C -0.002 3.414 -1.951 -0.44 1.22 -0.85
H -0.851 -1.210 -2.570 0.23 -0.38 -0.10
H 0.567 -0.702 -3.442 0.00 -0.47 -0.06
H -0.398 -2.070 -4.114 -0.23 0.68 0.12
H -2.326 -0.353 -4.168 -0.05 0.21 -0.21
H -1.065 -0.044 -5.334 -0.12 0.50 0.17
H -1.270 1.376 -2.595 -0.46 -0.43 -0.05
H -2.112 2.000 -4.064 0.84 -0.45 0.24
H 0.261 2.116 -5.052 0.15 0.02 -0.03
H 0.875 1.441 -3.536 -0.08 -0.12 0.01
H -1.450 4.618 -3.722 0.67 0.24 -0.01
H -0.833 3.855 -5.166 0.54 0.67 0.66
H 0.761 6.250 -3.838 -0.66 0.13 0.28
H 0.051 6.051 -5.512 0.24 0.08 0.76
H 2.623 5.147 -5.123 -0.08 0.67 0.40
H 1.454 4.259 -5.946 -0.09 -0.51 0.41
H 2.106 4.296 -2.956 0.80 0.28 1.04
H 2.272 2.814 -3.935 0.17 0.59 0.17
H 0.572 2.622 -1.494 0.23 0.08 0.33
H -1.080 3.292 -1.787 0.32 -0.29 -0.22
H 0.212 4.447 -1.643 0.44 -0.50 0.23
C -8.455 0.908 5.611 1.25 0.93 -0.21
C -7.895 1.640 4.352 -0.05 -0.61 1.51
C -6.581 0.989 3.903 -0.36 0.31 -0.64
C -6.062 1.773 2.690 0.69 -1.07 -0.33
N -4.623 1.431 2.239 0.19 0.85 1.38
C -3.536 2.001 3.135 1.22 -0.06 -0.09
C -2.262 2.174 2.214 -0.15 -0.52 0.40
C -2.781 1.959 0.789 -0.42 0.62 -0.69
C -4.299 2.019 0.939 -0.02 0.94 -0.81
C -4.423 0.000 2.169 -0.28 -1.66 0.01
H -9.312 1.455 6.009 -0.15 -0.48 -0.19
H -7.668 0.996 6.378 -0.31 -0.28 -0.03
H -8.623 -0.149 5.403 -0.36 0.13 0.13
H -7.705 2.683 4.650 -0.07 -0.21 -0.34
H -8.655 1.603 3.604 -0.40 0.20 -0.84
H -6.743 -0.044 3.534 -0.02 0.36 0.69
H -5.957 1.006 4.800 0.46 -0.12 -0.35
H -6.098 2.852 2.828 -0.02 -0.03 -0.16
H -6.645 1.415 1.824 -0.04 0.71 0.29
H -3.414 1.335 3.987 0.12 -0.07 -0.12
H -3.789 2.964 3.546 -0.68 0.32 -0.16
H -1.456 1.466 2.443 -0.33 0.13 0.08
H -1.830 3.179 2.314 -0.30 -0.32 0.19
H -2.418 1.076 0.251 0.10 0.09 0.40
H -2.519 2.822 0.170 0.17 -0.26 -0.05
H -4.871 1.528 0.163 -0.10 -0.14 -0.20
H -4.623 3.061 1.010 -0.03 -0.06 -0.16
H -5.227 -0.464 1.602 -0.13 0.12 -0.15
H -4.469 -0.403 3.174 0.13 -0.12 0.11
H -3.487 -0.284 1.684 0.03 0.38 0.18
C 4.247 -1.396 -4.444 -0.73 -0.88 0.07
C 3.937 -1.452 -2.959 -0.19 1.27 1.50
C 5.043 -0.891 -2.093 1.57 -0.69 0.75
C 5.437 0.483 -2.493 0.65 1.00 0.36
N 6.714 1.045 -1.840 0.54 0.41 0.14
C 6.889 2.466 -2.388 0.50 -0.47 1.06
C 7.956 2.347 -3.463 -0.25 0.31 -0.93
C 8.956 1.371 -2.822 -0.55 0.75 -0.16
C 7.979 0.372 -2.344 -1.65 -1.85 0.70
C 6.712 1.017 -0.321 -2.52 -0.23 -0.19
H 5.222 -1.863 -4.616 0.15 0.44 -0.19
H 4.121 -0.420 -4.946 0.24 -0.49 0.37
H 3.541 -2.111 -4.863 -0.10 0.23 -0.62
H 3.848 -2.477 -2.591 -0.55 0.00 -0.41
H 3.067 -0.830 -2.620 0.15 -0.88 -0.81
H 5.892 -1.587 -2.063 0.31 0.11 -0.70
H 4.829 -0.889 -1.037 -0.94 0.16 0.46
H 4.627 1.194 -2.263 0.31 -0.14 -0.03
H 5.678 0.546 -3.550 -0.13 0.04 -0.19
H 7.301 2.984 -1.537 0.04 0.62 0.12
H 5.904 2.863 -2.553 -0.21 0.41 -0.57
H 8.383 3.331 -3.691 -0.13 -0.26 0.01
H 7.538 1.915 -4.406 0.36 0.34 0.61
H 9.548 1.871 -2.066 0.00 -0.02 0.36
H 9.620 0.875 -3.499 0.46 -0.01 -0.57
H 8.191 -0.388 -1.621 0.93 -0.07 0.72
H 7.630 -0.240 -3.154 0.02 -0.11 -0.93
H 7.497 1.578 0.146 0.41 0.61 -0.35
H 6.799 -0.001 0.031 0.09 -0.45 -0.27
H 5.695 1.369 0.006 1.12 0.07 -0.17
C 0.239 -4.057 0.381 -1.36 0.94 -0.50
C -0.137 -3.813 1.838 0.33 -0.31 0.86
C -1.519 -4.354 2.283 0.03 -0.10 0.86
C -1.631 -4.402 3.835 0.26 -0.12 -1.09
N -2.945 -4.972 4.341 -0.67 0.76 -1.76
C -2.948 -4.931 5.810 1.09 0.10 0.44
C -2.023 -6.066 6.188 0.30 -1.59 -0.20
C -2.120 -7.100 4.970 0.68 0.23 0.87
C -3.017 -6.422 3.949 -0.06 -0.09 0.63
C -4.116 -4.235 3.777 0.26 0.02 -1.25
H 1.245 -3.720 0.147 0.10 -0.14 0.19
H -0.432 -3.430 -0.240 0.33 -0.34 0.03
H 0.076 -5.091 0.080 0.22 -0.06 0.10
H -0.062 -2.731 2.103 -0.01 -0.75 -0.24
H 0.612 -4.353 2.439 -0.11 0.31 0.11
H -1.711 -5.378 1.939 0.38 0.32 -0.40
H -2.333 -3.734 1.934 -0.02 0.26 -0.51
H -1.531 -3.403 4.253 0.10 -0.02 0.18
H -0.857 -5.079 4.201 -0.02 0.36 0.20
H -3.924 -5.155 6.219 -0.44 0.32 -0.27
H -2.592 -3.931 6.078 -0.31 -0.26 0.33
H -2.443 -6.583 7.051 0.34 0.24 0.16
H -0.973 -5.821 6.396 -0.49 0.21 -0.05
H -2.558 -8.015 5.365 -0.06 -0.04 -0.36
H -1.128 -7.362 4.586 -0.24 0.16 0.04
H -4.035 -6.721 4.147 -0.41 -0.10 -0.22
H -2.790 -6.527 2.885 -0.04 -0.14 0.44
H -4.086 -4.272 2.671 0.20 0.06 0.65
H -4.135 -3.189 4.092 0.09 -0.27 0.19
H -5.015 -4.768 4.026 -0.38 -0.03 0.59
O 3.839 2.335 0.047 0.16 1.07 -0.66
C 4.337 3.470 -0.694 2.46 0.33 1.64
O 5.352 3.992 -0.131 -2.15 -1.00 -1.28
O 3.812 3.718 -1.803 -0.22 -0.40 0.44
H 3.106 1.976 -0.466 -0.26 -0.26 -0.17
O 1.667 -0.543 0.279 -3.51 0.20 1.05
C 0.963 0.202 -0.751 -4.40 -2.04 4.32
O -0.375 0.244 -0.685 3.87 -0.29 -0.04
O 1.766 0.784 -1.360 2.41 3.20 -4.85
H 0.932 -0.407 0.943 1.36 -1.00 -0.26

No. 3
40
Properties=species:S:1:pos:R:3:forces:R:3 method="wB97M-V/def2-TZVPD" spin_multiplicity=1 homo_ev=-9.45 homo_lumo_gap_ev=9.75 total_energy_ha=-2073.44244 smiles="COCCNC(=O)CN(c1cc(C(F)(F)F)ccc1Cl)S(C)(=O)=O"
C 2.517 2.423 1.377 0.04 0.03 0.07
O 1.448 2.492 0.469 -0.23 0.09 -0.23
C 0.477 3.446 0.831 -0.10 0.04 -0.18
C -0.479 3.649 -0.344 0.32 0.10 0.17
N -1.171 2.428 -0.677 -0.08 0.09 0.44
C -0.932 1.764 -1.826 -0.44 -0.34 0.19
O -0.343 2.226 -2.774 0.22 -0.03 -0.39
C -1.555 0.360 -1.864 0.13 0.18 -0.51
N -1.571 -0.240 -0.548 -0.88 -0.69 0.04
C -0.352 -0.463 0.107 0.64 -0.21 0.73
C 0.835 -0.760 -0.554 -0.10 0.01 0.09
C 1.986 -1.012 0.173 0.06 -0.01 -0.05
C 3.281 -1.321 -0.527 0.30 -0.11 -0.02
F 4.214 -0.379 -0.287 0.00 0.23 0.11
F 3.167 -1.417 -1.853 -0.27 0.06 -0.19
F 3.819 -2.479 -0.102 -0.10 -0.14 0.17
C 1.983 -0.986 1.562 -0.13 0.01 -0.23
C 0.817 -0.664 2.228 0.06 0.00 -0.06
C -0.327 -0.386 1.502 0.42 -0.02 -0.29
Cl -1.739 0.112 2.332 -0.18 0.40 0.63
S -2.740 -1.468 -0.350 -0.46 0.33 0.12
C -4.211 -0.523 0.113 0.72 -0.43 -0.18
O -2.984 -2.068 -1.624 -0.12 0.14 -0.35
O -2.331 -2.299 0.737 0.02 0.09 0.08
H 2.179 2.089 2.366 0.04 0.00 0.00
H 3.226 1.706 0.972 0.05 -0.01 0.08
H 3.008 3.398 1.483 0.01 -0.02 0.01
H -0.078 3.103 1.721 0.05 0.06 -0.02
H 0.955 4.407 1.074 -0.07 -0.06 0.01
H 0.084 3.941 -1.233 -0.09 0.09 0.12
H -1.202 4.431 -0.091 0.12 0.02 -0.05
H -1.593 1.923 0.089 0.00 -0.09 -0.12
H -2.593 0.441 -2.194 0.11 0.11 -0.14
H -1.029 -0.240 -2.613 -0.05 0.13 0.07
H 0.863 -0.796 -1.630 0.00 -0.03 -0.13
H 2.886 -1.203 2.111 0.09 -0.02 0.06
H 0.795 -0.611 3.305 -0.04 0.01 0.08
H -5.031 -1.229 0.164 -0.07 -0.18 -0.06
H -4.398 0.214 -0.656 -0.04 0.14 -0.16
H -4.044 -0.061 1.076 0.05 0.04 0.06

No. 4
21
Properties=species:S:1:pos:R:3:forces:R:3 method="wB97M-V/def2-TZVPD" spin_multiplicity=1 homo_ev=-7.69 homo_lumo_gap_ev=8.37 total_energy_ha=-951.52031 smiles=c1ccc2c(c1)Oc1cccnc1S2
C -0.755 1.622 -3.065 0.55 -0.75 1.32
C 0.383 2.367 -2.727 -0.97 1.72 -2.17
C 1.142 2.097 -1.640 0.86 -0.28 0.96
C 0.849 1.024 -0.827 -1.62 -1.47 -0.32
C -0.260 0.216 -1.150 -1.35 1.43 1.05
C -1.171 0.575 -2.211 2.65 -0.27 0.17
O -0.777 -0.688 -0.207 -0.43 -0.50 -1.31
C -0.246 -1.060 1.008 1.40 3.09 -2.70
C -0.890 -1.987 1.694 -2.13 -2.41 -1.03
C -0.448 -2.426 2.881 1.79 1.08 2.44
C 0.569 -1.600 3.463 -0.69 -1.31 -1.43
N 1.221 -0.666 2.773 0.11 -0.08 0.24
C 0.871 -0.452 1.518 -0.15 0.66 0.28
S 1.780 0.784 0.629 0.73 -0.12 0.60
H -1.211 1.897 -3.993 -0.74 -0.14 -0.14
H 0.570 3.282 -3.373 0.11 -1.33 0.91
H 1.992 2.672 -1.319 0.17 0.54 -0.30
H -1.987 -0.105 -2.403 -0.26 0.24 -0.01
H -1.695 -2.477 1.168 -0.30 -0.12 0.05
H -0.854 -3.320 3.334 -0.02 0.29 0.35
H 0.917 -1.754 4.446 0.28 -0.23 1.04